DFT (wB97M-V/def2-TZVPD) results for a cluster of 4 separate species, C4H17N2O4 in total.

The geometry in XYZ format:
```
27
Properties=species:S:1:pos:R:3:forces:R:3:nbo_charge:R:1
N -1.4788 2.2131 1.2884 1.1 1.2 0.5 -0.773
O 1.1099 -2.5054 -2.5889 0.8 0.9 0.1 -0.946
H -2.9239 -1.6269 3.1464 -1.6 -0.1 -1.0 0.494
O 0.8001 1.6860 1.2260 -1.3 1.1 0.7 -0.667
C 0.1340 -1.0913 0.4263 -1.1 2.9 6.0 -0.424
C -0.4012 1.4281 1.1266 0.4 -0.4 -1.1 0.701
H 0.9734 2.9837 -2.5118 1.8 7.0 1.1 0.463
N 2.2425 0.3933 -0.4638 -1.1 -1.5 4.0 -0.703
H -1.7417 -0.1890 1.1899 0.5 0.1 -0.6 0.256
H 2.0499 -1.6751 0.0490 0.4 0.6 1.1 0.235
H 2.0449 -0.4597 1.5334 -0.7 -0.7 -1.0 0.246
C -0.8889 0.1599 0.5592 0.7 -3.9 1.0 -0.529
H 1.7516 0.2470 -1.2765 -0.5 -0.1 -3.1 0.431
H -4.2760 -1.6292 2.0629 2.3 -0.3 1.5 0.504
H 0.3127 2.1548 -3.4457 0.8 -0.7 1.6 0.483
H -0.1520 -1.7618 1.3905 1.1 1.4 -2.1 0.256
H -2.3583 1.8463 1.4692 -1.6 -1.6 -0.3 0.396
O 0.7994 2.1369 -2.5635 -2.6 -6.4 -2.6 -0.943
H -1.2782 0.2834 -0.4017 -0.7 0.8 -1.5 0.245
H 0.3104 -2.9982 -2.6317 -1.0 -0.9 0.1 0.476
C 1.6085 -0.7783 0.5500 2.4 -0.1 -1.3 -0.193
H -1.4751 3.0380 1.8081 1.1 1.9 0.6 0.401
H 1.9178 1.2454 -0.0412 -0.7 0.8 0.4 0.455
H 3.2411 0.4472 -0.4483 0.7 -0.7 -0.6 0.430
H -0.0529 -1.7106 -0.3446 -0.7 -1.6 -2.9 0.228
H 1.0463 -1.9631 -3.3796 0.3 0.1 -0.2 0.473
O -3.3153 -1.8743 2.2716 -0.6 0.4 -0.4 -0.992
```
Forces are in eV/Å.

gap between HOMO and LUMO	11.21	eV
electronic energy	-15586.78381	eV
energy above the lowest of the compared OMol25 structures with the same formula, charge and spin	284.9	kJ/mol
strongest force on any atom	0.1440	hartree/bohr
highest occupied orbital energy	-13.84	eV
molar mass	157.2	g/mol
total charge	+1

DFT (wB97M-V/def2-TZVPD) results for a cluster of 2 separate species, C4H17N6 in total.

The geometry in XYZ format:
```
27
Properties=species:S:1:pos:R:3:forces:R:3:nbo_charge:R:1
H 0.6449 1.0603 2.8433 0.3 -0.4 -0.6 0.252
N -0.3623 0.4062 0.6703 -1.4 0.7 0.0 -0.847
C -1.8884 -0.4170 -0.7790 0.9 0.8 -1.2 0.589
H -1.6919 -1.8828 -2.2680 1.0 1.5 0.2 0.228
H 1.8735 2.4865 1.0577 0.2 -2.1 -0.3 0.229
H -0.8906 1.3271 0.4409 2.4 -1.3 0.4 0.318
N 1.0575 0.4705 0.3914 -1.0 1.1 -1.2 -0.397
N -2.5028 -1.0201 0.1774 -2.2 -0.2 3.2 -0.742
H 2.0622 1.7039 3.2789 1.6 1.2 1.5 0.243
H -2.1177 -1.9290 0.4574 -0.1 0.7 0.1 0.452
H 2.0466 0.0101 2.8040 0.7 -1.6 0.9 0.209
N -0.3920 -2.2182 -0.7605 -0.8 0.1 0.5 -0.851
H -2.9739 -0.4039 0.9084 0.7 -1.6 -1.4 0.414
C 1.7265 0.9843 2.6205 -2.3 0.5 -0.3 -0.648
H -2.2111 1.1202 -2.1930 0.3 -0.5 0.6 0.430
H 0.1623 -1.8339 -0.0136 -0.1 0.3 0.0 0.363
H 2.9517 0.9227 0.8417 0.1 1.0 0.4 0.208
C 2.0043 1.3444 1.2171 -0.4 1.4 -1.6 -0.209
C -1.0014 -1.2002 -1.6327 1.4 -3.3 -0.1 0.025
H -2.9012 1.2598 -0.6018 0.0 -0.1 -1.0 0.402
N -2.3867 0.6960 -1.2853 -1.2 2.2 0.5 -0.787
H 1.0735 0.4453 -0.6528 1.0 0.6 0.6 0.435
H -0.0659 0.5184 -2.4714 -0.4 0.4 -0.7 0.379
H 1.4568 -0.4197 0.6405 -0.4 -0.8 0.1 0.386
H 0.1169 -2.9606 -1.1826 0.1 -0.4 -0.8 0.388
H 0.3472 -1.0157 -3.0718 0.5 0.3 -0.9 0.397
N 0.0604 -0.4547 -2.3027 -0.8 -0.6 1.0 -0.866
```
Forces are in eV/Å.

gap between HOMO and LUMO	9.07	eV
electronic energy	-13355.16880	eV
energy above the lowest of the compared OMol25 structures with the same formula, charge and spin	279.0	kJ/mol
strongest force on any atom	0.0752	hartree/bohr
highest occupied orbital energy	-11.68	eV
molar mass	149.2	g/mol
total charge	+1

DFT (wB97M-V/def2-TZVPD) results for a cluster of 4 separate species, C4H17NO3 in total.

The geometry in XYZ format:
```
25
Properties=species:S:1:pos:R:3:forces:R:3:nbo_charge:R:1
H -2.9326 0.2401 -1.0529 -0.8 -0.4 0.6 0.203
H 2.3672 2.6507 -1.4973 0.0 1.5 -2.3 0.464
H -0.2513 1.7559 -0.5763 -1.1 -0.5 -0.5 0.186
H 1.1068 3.2652 2.3766 -0.8 -0.8 0.6 0.470
H 2.0015 1.3482 -0.9266 -0.9 -1.9 -0.4 0.475
H 0.3545 -0.0099 1.5515 0.1 -1.4 -1.1 0.187
C -1.0376 -1.4997 -1.1429 3.9 -1.2 -1.2 -0.437
H 2.7158 -3.9161 0.3330 0.9 -2.4 -2.7 0.468
H -0.3174 -1.6548 -2.0608 -2.2 0.1 1.0 0.203
C 0.1162 -0.8631 0.8218 -0.8 0.5 1.3 -0.421
C -2.3281 1.1080 -1.1528 0.1 2.0 -0.3 -0.620
N -0.3471 -0.3241 -0.4785 -0.5 -1.5 1.5 -0.481
H -2.1773 1.1848 -2.2399 0.2 0.2 0.3 0.208
H -2.8712 2.0339 -0.7752 0.4 -1.2 -0.7 0.221
H -1.2780 1.3337 0.6484 -0.4 -0.8 1.1 0.191
O 2.3929 2.1656 -0.7205 0.8 0.2 2.7 -0.937
H 2.6384 -3.8933 1.8551 0.3 -1.2 1.2 0.474
O 2.5318 -3.4199 1.0621 -1.2 3.5 1.5 -0.939
H -0.7128 -1.4661 1.3165 0.6 0.8 -0.3 0.162
H 0.6658 1.9878 1.7188 -0.5 0.8 1.8 0.469
H -2.0545 -1.3209 -1.3373 -1.0 0.1 -0.8 0.191
O 0.5140 2.4964 2.5817 1.3 0.1 -2.5 -0.938
H -0.9590 -2.5807 -0.6617 -0.1 2.6 -0.1 0.203
C -1.0577 0.9902 -0.3453 1.6 0.1 -0.8 -0.229
H 0.9195 -1.6119 0.7025 0.0 0.8 0.0 0.226
```
Forces are in eV/Å.

structure (SMILES)	CCN(C)C.O.O.O
gap between HOMO and LUMO	8.96	eV
electronic energy	-12054.05158	eV
energy above the lowest of the compared OMol25 structures with the same formula, charge and spin	260.0	kJ/mol
strongest force on any atom	0.0832	hartree/bohr
highest occupied orbital energy	-8.23	eV
molar mass	127.2	g/mol
total charge	0